Below is a single C2HNO molecule at a distorted geometry, with properties calculated with wB97M-V/def2-TZVPD.

The value obtained for the LUMO energy (alpha / beta) is -1.163 / -1.163 eV. The spin multiplicity is 1. The SMILES is O=c1cn1. The value obtained for the energy above the lowest of the compared OMol25 structures with the same formula, charge and spin is 440.3 kJ/mol. Its HOMO-LUMO gap (alpha / beta) is 0.3193 / 0.3193 hartree. Its total charge is 0.

Geometry (Å):
C (-0.77, 0.03, 0.01)
C (0.57, 0.04, -0.07)
N (-0.11, -1.16, 0.01)
O (2.02, 0.66, 0.03)
H (-1.71, 0.43, 0.02)

Charges computed using natural (NBO), reported in e: 0.06 0.53 -0.19 -0.63 0.23